Entry 1:
Here is a molecular structure, C48H60N5O2P2Rb at a distorted geometry from the OMol25 dataset. Energies are from the ωB97M-V functional and the def2-TZVPD basis.

HOMO energy: 0.112 eV
DFT total energy: -2995.9314 a.u.
Frontier orbital gap: 0.1149 Eh
E_LUMO: 0.119 hartree
Max |F|: 2.8 eV Å⁻¹
ΔE to the lowest compared entry with this formula, charge and spin: 58.9 kcal per mole

Structure (ORCA input):
```
! wB97M-V def2-TZVPD RIJCOSX def2/J DEFGRID3
* xyz -2 1
Rb -0.58584 -1.96533 -0.30117
C -2.10680 0.50318 4.17918
C -3.32865 0.94422 3.39883
C -4.21562 1.85395 4.25918
P -2.75172 1.61757 1.73929
C -2.62672 3.45166 1.92273
C -1.38491 3.82108 1.12602
C -3.84650 4.29101 1.57396
C -4.20781 1.42077 0.65760
C -5.53696 1.28749 1.05235
C -6.58319 1.05397 0.19979
C -6.30729 0.81393 -1.15927
C -5.01033 0.94538 -1.63927
C -3.89891 1.11104 -0.74716
N -2.59315 0.93236 -1.09218
C -2.23796 0.66779 -2.39156
C -2.82498 -0.36182 -3.13111
C -2.44469 -0.67893 -4.43278
C -1.30242 -0.07783 -4.98352
C -0.68212 0.96022 -4.23987
C -1.15449 1.41602 -2.99519
P -0.44691 2.86337 -2.13993
C -0.75405 4.12303 -3.44472
C -0.47841 5.51068 -2.93524
C -2.15617 4.13508 -4.07330
C 1.44835 2.58333 -2.22243
C 1.91280 3.12169 -0.82455
C 2.31088 3.14994 -3.36945
H -2.40870 0.08564 5.19434
H -1.37259 1.33620 4.26147
H -1.53594 -0.28018 3.61030
H -3.85584 -0.00540 3.10989
H -3.60732 2.50078 4.86591
H -4.80990 1.27345 4.93838
H -4.91357 2.45464 3.65338
H -2.30991 3.61587 2.99779
H -1.44305 3.54039 0.06986
H -0.51745 3.23986 1.48823
H -1.08187 4.87282 1.28979
H -3.93075 4.15794 0.44925
H -3.67190 5.35476 1.82412
H -4.68139 3.87872 2.05832
H -5.74553 1.50409 2.07689
H -7.56691 0.93913 0.54671
H -7.06917 0.56226 -1.89789
H -4.82425 0.98227 -2.70381
H -3.67832 -0.86647 -2.69680
H -3.08014 -1.42072 -4.96282
H -1.03287 -0.22291 -6.04422
H 0.19673 1.46057 -4.64894
H 0.00821 3.94420 -4.23389
H -1.27939 5.81274 -2.25569
H -0.55038 6.12038 -3.84060
H 0.50444 5.65821 -2.47985
H -2.92715 4.68303 -3.45641
H -2.62565 3.13251 -4.27321
H -2.21336 4.72715 -5.02098
H 1.58561 1.45951 -2.16287
H 1.88256 4.25460 -0.74164
H 2.97600 2.85843 -0.68866
H 1.33293 2.69060 -0.02486
H 1.99305 4.14881 -3.58468
H 2.32244 2.54475 -4.28212
H 3.34588 3.25223 -3.02663
C -2.36468 -5.14397 1.34384
O -1.15448 -4.43909 1.45389
C -0.10861 -5.26721 1.83684
C -0.01415 -6.63031 1.51946
C 0.94109 -7.46667 2.14824
C 1.87026 -6.89883 2.96226
C 1.92933 -5.50762 3.07753
C 1.00532 -4.66095 2.51880
N 1.06755 -3.29433 2.55927
N 1.96296 -2.87885 3.38374
C 2.28908 -1.55387 3.34580
C 1.82031 -0.68347 2.27068
O 1.30142 -1.10864 1.23220
C 2.09108 0.71895 2.54738
C 2.99971 1.14933 3.50124
C 3.65211 0.23784 4.38117
C 4.60379 0.68324 5.32744
C 4.90779 -0.05932 6.46350
C 4.41157 -1.35156 6.53360
C 3.61709 -1.90564 5.50888
C 3.16314 -1.11578 4.43597
H -2.35454 -5.88304 2.14274
H -2.62556 -5.60896 0.35071
H -3.16130 -4.40403 1.44675
H -0.82096 -7.11712 0.98737
H 0.82743 -8.52743 1.92841
H 2.67868 -7.53383 3.33755
H 2.68796 -5.03364 3.68310
H 1.54546 1.34957 1.85396
H 3.25309 2.21032 3.60869
H 5.08150 1.66820 5.22852
H 5.56053 0.34640 7.30907
H 4.61766 -2.05589 7.35257
H 3.24662 -2.90624 5.60533
N -0.37431 -3.46631 -2.89334
N -1.13424 -4.61190 -3.33673
H -0.50792 -2.76692 -3.57426
H 0.65746 -3.68815 -2.96018
H -0.65239 -5.51097 -3.17896
H -1.39349 -4.51217 -4.34661
C 3.19737 -1.17353 -2.24899
C 4.37383 -1.20130 -2.97688
C 5.32839 -0.17740 -2.96538
C 6.60026 -0.30800 -3.48016
C 6.87507 -1.43846 -4.17430
C 6.02026 -2.52826 -4.17388
C 4.77136 -2.41720 -3.67305
H 3.01242 -0.30692 -1.62697
H 2.52744 -2.02490 -2.23763
H 5.06151 0.63023 -2.30116
H 7.29016 0.54146 -3.43518
H 7.80777 -1.39715 -4.71077
H 6.35773 -3.47218 -4.61035
H 4.03299 -3.24328 -3.67599
*
```

---

Entry 2:
Here is a gas-phase ion, C2H4NO4S (charge -1) at a distorted geometry from the OMol25 dataset. Energies are from the ωB97M-V functional and the def2-TZVPD basis.

HOMO energy: -4.158 eV
DFT total energy: -832.4438 a.u.
Frontier orbital gap: 0.2980 Eh
E_LUMO: 0.145 hartree
Max |F|: 4.5 eV Å⁻¹
ΔE to the lowest compared entry with this formula, charge and spin: 91.1 kcal per mole

Structure (ORCA input):
```
! wB97M-V def2-TZVPD RIJCOSX def2/J DEFGRID3
* xyz -1 1
C -1.21731 -0.31701 -0.11088
C 0.03274 0.18519 0.51245
N 0.38268 1.67714 -0.03803
O 1.11791 -2.33192 0.70685
O 1.14420 2.39763 0.57371
O 0.03751 1.96711 -1.13753
O 1.39160 -1.35429 -1.50805
S 1.62229 -1.16848 -0.04850
H -1.12679 -0.06835 -1.10226
H -2.23589 0.02416 0.49191
H -1.16165 -1.41534 -0.01326
H 0.01270 0.40416 1.67358
*
```

---

Entry 3:
Here is 4 unconnected molecules or ions with the total composition C19H41BFNO13S at a distorted geometry from the OMol25 dataset. Energies are from the ωB97M-V functional and the def2-TZVPD basis.

HOMO energy: -9.933 eV
DFT total energy: -2304.4236 a.u.
Frontier orbital gap: 0.3703 Eh
E_LUMO: 0.005 hartree
Max |F|: 3.3 eV Å⁻¹
ΔE to the lowest compared entry with this formula, charge and spin: 0.0 kcal per mole

Structure (ORCA input):
```
! wB97M-V def2-TZVPD RIJCOSX def2/J DEFGRID3
* xyz 0 1
C 5.82808 -2.59097 -3.63593
O 5.98952 -1.71257 -4.73461
C 5.29378 -0.49774 -4.60765
C 5.91933 0.44259 -3.58782
C 5.28076 1.83011 -3.53694
C 4.00571 1.90412 -2.66925
C 2.76246 1.71891 -3.53031
N 1.48552 1.48503 -2.77940
B 0.38822 1.19157 -3.81837
C 0.35769 -0.07449 -4.73742
O -0.59741 2.11210 -3.93559
S 1.53079 0.22280 -1.73467
O 2.06482 0.69185 -0.50253
O 0.25407 -0.39904 -1.65188
F 2.58627 -0.78642 -2.29490
H 6.68825 -2.52379 -2.96839
H 4.93203 -2.35622 -3.05416
H 5.73072 -3.60248 -4.02015
H 4.25507 -0.72417 -4.32608
H 5.25501 -0.01545 -5.58461
H 5.92138 -0.03055 -2.60502
H 6.96222 0.57195 -3.88613
H 6.00241 2.53033 -3.12428
H 5.02405 2.14324 -4.55269
H 3.95774 2.86350 -2.15913
H 4.09085 1.13772 -1.90276
H 2.94407 0.95426 -4.28528
H 2.60909 2.65588 -4.06866
H 1.29936 -0.21980 -5.27070
H -0.42471 0.03794 -5.48368
H 0.17426 -0.98740 -4.17316
H -0.30432 2.98122 -3.63899
C -2.42204 0.55822 -0.01082
C -2.37393 1.88584 -0.73070
O -3.58662 2.64643 -0.57202
C -3.74637 3.23232 0.60883
O -2.96845 3.21925 1.52746
O -4.92696 3.85789 0.60553
C -5.25274 4.48587 1.84510
H -3.28976 -0.01879 -0.33547
H -1.52158 -0.00892 -0.22533
H -2.49443 0.69495 1.06739
H -2.28446 1.72968 -1.80388
H -1.52183 2.48555 -0.40805
H -4.47253 5.17787 2.15453
H -5.40914 3.73558 2.61846
H -6.17557 5.03659 1.68905
C -5.20237 2.19667 5.38908
C -6.03700 1.31826 4.48153
O -6.68489 0.26112 5.20645
C -7.73964 0.62711 5.92990
O -8.20941 1.73318 5.99801
O -8.20322 -0.45282 6.55996
C -9.30824 -0.19764 7.43034
H -4.47869 1.59329 5.93803
H -4.66282 2.94403 4.80703
H -5.82465 2.71476 6.11698
H -5.39832 0.82045 3.75451
H -6.78185 1.89422 3.93155
H -10.11712 0.29616 6.89686
H -8.99269 0.41529 8.27294
H -9.64021 -1.16775 7.78725
C 1.99190 -3.33297 -0.46890
C 3.17105 -2.69579 0.24912
O 3.37411 -3.28745 1.54226
C 3.92847 -4.49596 1.53659
O 4.30504 -5.10502 0.56841
O 4.01541 -4.91747 2.79881
C 4.54003 -6.23915 2.94394
H 1.09681 -3.26658 0.15076
H 1.79737 -2.83208 -1.41211
H 2.17061 -4.38678 -0.67661
H 2.97801 -1.64246 0.44087
H 4.08764 -2.76468 -0.33851
H 5.50782 -6.32906 2.45598
H 3.84740 -6.96919 2.52852
H 4.64880 -6.40407 4.01152
*
```

---

Entry 4:
Here is 6 unconnected molecules or ions with the total composition C8H28O10 at a distorted geometry from the OMol25 dataset. Energies are from the ωB97M-V functional and the def2-TZVPD basis.

HOMO energy: -9.376 eV
DFT total energy: -1073.9205 a.u.
Frontier orbital gap: 0.3488 Eh
E_LUMO: 0.004 hartree
Max |F|: 1.9 eV Å⁻¹
ΔE to the lowest compared entry with this formula, charge and spin: 15.2 kcal per mole

Structure (ORCA input):
```
! wB97M-V def2-TZVPD RIJCOSX def2/J DEFGRID3
* xyz 0 1
O -2.77648 4.84011 1.03973
C -1.62954 4.06337 0.73863
C -1.86902 3.01525 -0.34132
O -2.58435 1.93279 0.29929
H -3.28248 4.37011 1.71169
H -0.87649 4.80310 0.43120
H -1.22045 3.55437 1.61322
H -0.91606 2.65058 -0.72915
H -2.57719 3.31769 -1.11166
H -2.07732 1.09927 0.23301
O 3.28914 0.63329 -2.46368
C 2.43747 0.39349 -3.56635
C 0.97825 0.35827 -3.15259
O 0.64141 -0.83409 -2.41737
H 4.15820 0.27515 -2.67173
H 2.58481 1.14473 -4.35267
H 2.65665 -0.54917 -4.08794
H 0.36193 0.35268 -4.05591
H 0.69711 1.21264 -2.53883
H 0.98089 -1.56641 -2.94465
O -4.89286 -3.87521 1.99089
C -4.79646 -2.67571 1.20797
C -3.41188 -2.01799 1.31897
O -2.54778 -2.46820 0.29038
H -4.95708 -3.51617 2.88445
H -4.91010 -2.91454 0.15112
H -5.58485 -1.96738 1.47741
H -2.95112 -2.29235 2.28223
H -3.48866 -0.92355 1.33169
H -2.09376 -1.69922 -0.07517
O 4.97205 -1.71158 2.50966
C 4.15405 -2.20027 1.44265
C 3.41432 -1.04512 0.80469
O 2.69248 -1.52876 -0.31613
H 5.11940 -2.44919 3.10559
H 4.72838 -2.81378 0.73665
H 3.43670 -2.92323 1.85770
H 4.11845 -0.25906 0.50182
H 2.69161 -0.60747 1.50616
H 2.54758 -0.82148 -0.95162
O 1.04609 1.59561 1.48238
H 1.08625 2.12898 2.28456
H 1.52313 2.10957 0.81897
O -0.66572 -0.18904 -0.05295
H -0.12046 -0.17580 -0.86604
H -0.08621 0.17373 0.64303
*
```